1.
Formula: C23H26AlNO3
Source: the OMol25 dataset
Level of theory: the ωB97M-V functional and the def2-TZVPD basis

HOMO   -7.5 eV
Max |F|   7.17 eV Å⁻¹

```
54
C23H26AlNO3, DFT the ωB97M-V functional and the def2-TZVPD basis
C 1.974 -0.175 2.785
C 2.409 -0.716 1.544
C 2.004 0.126 0.500
H 3.000 -1.635 1.406
C 1.174 1.216 1.045
C 1.237 1.024 2.524
H 1.130 2.211 0.567
C -0.723 -1.844 3.231
C 0.016 -2.915 2.751
C -0.287 -3.096 1.349
H 0.725 -3.504 3.320
C -1.223 -2.127 0.961
C -1.564 -1.324 2.190
H 2.335 0.063 -0.550
H 1.099 1.837 3.249
H 2.130 -0.611 3.791
H -2.545 -0.840 2.392
H 0.096 -3.934 0.757
H -0.649 -1.423 4.216
Al -0.765 0.801 1.684
C -1.683 -1.631 -0.424
C -3.225 -1.638 -0.570
C -0.967 -2.235 -1.632
H -3.673 -2.633 -0.363
H -3.502 -1.319 -1.597
H -3.658 -0.930 0.155
H -1.203 -3.306 -1.774
H 0.127 -2.129 -1.548
H -1.289 -1.749 -2.575
C -1.255 -0.068 -0.251
C -1.682 1.320 -0.735
H -0.139 -0.015 -0.318
H -1.908 -0.001 0.727
O -1.888 2.144 0.323
N -1.518 1.526 -2.118
C -0.410 2.485 -2.470
H -2.362 1.782 -2.644
C 0.914 1.765 -2.665
C 2.112 2.422 -2.346
H 2.030 3.397 -1.863
C 3.353 1.846 -2.627
H 4.264 2.382 -2.335
C 3.401 0.594 -3.257
H 4.377 0.163 -3.489
C 2.215 -0.087 -3.579
H 2.270 -1.078 -4.050
C 0.973 0.507 -3.285
H 0.047 -0.014 -3.548
H -0.298 3.215 -1.633
H -0.669 3.047 -3.410
O -2.106 2.562 4.889
C -1.588 1.779 4.118
O -1.542 1.957 2.786
H -1.093 0.805 4.393
```

2.
Formula: C38H98As3F27N7O16S3
Source: the OMol25 dataset
Level of theory: the ωB97M-V functional and the def2-TZVPD basis

HOMO   -9.0 eV
Charge   +1
Relative energy (zero: lowest compared OMol25 entry of this formula, charge and spin)   132.4 kJ/mol
Max |F|   4.72 eV Å⁻¹

```
192
C38H98As3F27N7O16S3, DFT the ωB97M-V functional and the def2-TZVPD basis
C 4.531 0.684 -5.365
N 4.229 -0.535 -4.414
C 5.611 -1.197 -4.288
C 3.897 0.111 -3.051
C 3.134 -1.480 -4.934
C 1.837 -0.839 -5.584
O 1.156 0.035 -4.751
H 5.368 1.298 -5.032
H 3.661 1.341 -5.348
H 4.705 0.341 -6.385
H 5.926 -1.384 -5.315
H 5.316 -2.044 -3.668
H 6.331 -0.585 -3.745
H 3.657 -0.767 -2.452
H 2.967 0.678 -3.032
H 4.726 0.739 -2.721
H 2.859 -2.151 -4.120
H 3.602 -2.149 -5.656
H 1.166 -1.642 -5.886
H 2.114 -0.268 -6.470
H 0.263 0.176 -5.074
C 5.704 -3.362 3.875
N 4.248 -3.790 4.255
C 4.095 -5.366 4.183
C 4.033 -3.266 5.713
C 3.347 -3.112 3.195
C 1.893 -3.110 3.599
O 1.322 -4.338 3.976
H 5.845 -2.285 3.963
H 5.857 -3.700 2.850
H 6.390 -3.911 4.520
H 3.174 -5.645 4.694
H 4.836 -5.801 4.854
H 4.290 -5.722 3.172
H 4.777 -3.713 6.373
H 3.040 -3.526 6.081
H 4.193 -2.193 5.605
H 3.584 -3.588 2.243
H 3.655 -2.068 3.143
H 1.353 -2.730 2.732
H 1.656 -2.386 4.379
H 0.496 -4.203 4.446
C -1.202 -0.528 -1.816
N -0.979 0.937 -1.386
C -0.711 1.894 -2.517
C -2.238 1.445 -0.619
C 0.324 0.977 -0.488
C 0.421 0.039 0.739
O -0.361 0.516 1.838
H -0.420 -0.913 -2.471
H -2.233 -0.592 -2.165
H -1.224 -1.175 -0.939
H -1.510 2.035 -3.246
H 0.162 1.475 -3.018
H -0.720 2.918 -2.144
H -2.455 0.759 0.200
H -3.025 1.365 -1.369
H -2.100 2.478 -0.303
H 0.592 2.007 -0.255
H 1.020 0.519 -1.190
H 1.469 0.024 1.039
H 0.153 -1.013 0.642
H -0.161 -0.119 2.530
C -3.940 -6.794 -0.195
N -4.839 -5.642 -0.721
C -5.157 -5.941 -2.233
C -6.174 -5.568 0.009
C -4.140 -4.225 -0.548
C -2.677 -4.069 -0.836
O -2.445 -4.306 -2.186
H -3.577 -6.483 0.785
H -3.098 -6.826 -0.887
H -4.513 -7.712 -0.320
H -5.775 -5.133 -2.624
H -5.802 -6.813 -2.135
H -4.190 -6.004 -2.732
H -6.070 -5.147 1.009
H -6.760 -6.486 -0.033
H -6.800 -4.887 -0.568
H -4.422 -3.924 0.461
H -4.684 -3.573 -1.230
H -2.156 -4.762 -0.175
H -2.369 -3.045 -0.624
H -1.535 -4.103 -2.412
C 6.233 1.729 2.787
N 5.506 2.614 1.780
C 6.384 2.795 0.483
C 4.133 2.003 1.402
C 5.156 4.016 2.395
C 6.300 4.707 3.198
O 7.322 4.911 2.305
H 7.122 2.298 3.061
H 6.582 0.815 2.306
H 5.552 1.543 3.618
H 6.244 3.809 0.110
H 6.156 2.024 -0.253
H 7.413 2.786 0.844
H 3.470 1.826 2.250
H 4.424 1.027 1.014
H 3.723 2.662 0.637
H 4.405 3.782 3.150
H 4.693 4.576 1.582
H 6.665 4.036 3.975
H 6.145 5.684 3.654
H 8.091 5.301 2.727
C -5.664 -0.896 0.550
N -6.734 -0.057 -0.215
C -7.617 -0.907 -1.188
C -7.691 0.484 0.819
C -6.179 1.173 -1.023
C -5.671 0.925 -2.406
O -4.714 -0.106 -2.375
H -4.976 -1.370 -0.150
H -6.297 -1.610 1.078
H -5.119 -0.190 1.176
H -6.981 -1.417 -1.911
H -8.322 -0.143 -1.515
H -8.307 -1.548 -0.638
H -8.068 -0.350 1.411
H -8.472 0.994 0.256
H -7.170 1.198 1.457
H -5.360 1.504 -0.384
H -6.966 1.916 -1.154
H -5.147 1.801 -2.788
H -6.508 0.756 -3.082
H -4.329 -0.199 -3.249
C -0.680 3.447 4.226
N -1.175 4.293 2.989
C -2.518 3.752 2.596
C -1.316 5.705 3.527
C -0.035 4.158 1.896
C -0.137 5.112 0.744
O -1.157 4.735 -0.233
H 0.169 4.048 4.550
H -0.244 2.529 3.833
H -1.535 3.264 4.877
H -2.370 2.764 2.160
H -2.933 4.378 1.807
H -3.211 3.621 3.428
H -1.615 6.400 2.742
H -0.433 6.055 4.062
H -1.982 5.739 4.389
H -0.043 3.156 1.468
H 0.820 4.295 2.558
H 0.870 5.084 0.328
H -0.329 6.175 0.890
H -1.312 5.504 -0.786
As -2.591 -2.366 3.090
F -2.244 -3.512 4.399
F -4.211 -3.056 2.864
F -2.959 -1.230 1.751
F -0.881 -1.775 3.292
F -2.067 -3.602 1.856
F -3.154 -1.161 4.247
As 2.295 0.931 5.317
F 4.025 1.321 5.670
F 2.393 -0.451 6.553
F 0.620 0.447 4.983
F 2.327 2.310 4.048
F 2.733 -0.188 4.006
F 1.788 1.999 6.578
As 3.541 4.274 -2.601
F 3.712 4.757 -0.855
F 4.913 3.139 -2.380
F 3.286 3.803 -4.303
F 2.081 5.360 -2.802
F 4.592 5.680 -2.961
F 2.521 2.839 -2.051
C 1.674 -4.930 0.203
F 1.407 -6.147 -0.431
F 0.656 -4.704 0.971
F 2.976 -5.021 0.763
S 1.685 -3.598 -1.240
O 1.948 -2.267 -0.637
O 2.776 -3.927 -2.152
O 0.268 -3.666 -1.731
C -3.189 -1.657 -6.120
F -4.493 -1.899 -5.673
F -2.285 -2.444 -5.525
F -3.078 -1.862 -7.417
S -2.788 0.219 -5.690
O -3.576 1.025 -6.628
O -3.205 0.404 -4.289
O -1.314 0.366 -5.813
C -3.779 4.710 -2.876
F -4.694 5.159 -2.071
F -3.110 3.732 -2.333
F -4.283 4.217 -4.004
S -2.521 6.130 -3.253
O -3.227 7.406 -3.457
O -1.695 6.242 -2.079
O -1.665 5.723 -4.389
```

3.
Formula: C7H11FIN4O2
Source: the OMol25 dataset
Level of theory: the ωB97M-V functional and the def2-TZVPD basis

HOMO   -13.2 eV
Charge   +1
Max |F|   0.39 eV Å⁻¹

```
26
C7H11FIN4O2, DFT the ωB97M-V functional and the def2-TZVPD basis
O 4.933 -2.779 1.365
C 3.779 -2.585 1.228
I 2.623 -3.788 -0.142
C 2.998 -1.536 2.003
C 1.986 -0.767 1.229
N 0.794 -0.444 1.688
C 0.185 0.267 0.712
N -1.018 0.794 0.823
C -1.761 1.555 -0.186
C -2.458 0.669 -1.231
C -3.825 1.211 -1.624
F -4.549 1.481 -0.469
N 1.011 0.341 -0.350
O 0.888 0.979 -1.536
N 2.178 -0.289 -0.004
H 3.727 -0.855 2.456
H 2.459 -2.043 2.809
H -1.467 0.606 1.709
H -2.502 2.132 0.365
H -1.080 2.267 -0.655
H -1.842 0.588 -2.132
H -2.585 -0.337 -0.819
H -3.760 2.134 -2.204
H -4.382 0.471 -2.201
H 0.701 0.294 -2.203
H 2.966 -0.367 -0.631
```

4.
Formula: CH3N3O3
Source: the OMol25 dataset
Level of theory: the ωB97M-V functional and the def2-TZVPD basis

HOMO   -10.3 eV
Relative energy (zero: lowest compared OMol25 entry of this formula, charge and spin)   216.0 kJ/mol
Max |F|   4.27 eV Å⁻¹

```
10
CH3N3O3, DFT the ωB97M-V functional and the def2-TZVPD basis
C -0.685 -1.446 0.248
N -0.226 0.917 -0.240
N 0.159 -0.335 0.060
N 1.629 -0.619 -0.172
O -1.847 -1.458 0.020
O 2.000 -1.720 -0.213
O 2.229 0.408 -0.174
H -0.093 -2.345 0.549
H -0.119 1.324 -1.207
H -0.216 1.497 0.572
```

5.
Formula: C33H21F6O7P
Source: the OMol25 dataset
Level of theory: the ωB97M-V functional and the def2-TZVPD basis

HOMO   -9.4 eV
Max |F|   5.59 eV Å⁻¹

```
68
C33H21F6O7P, DFT the ωB97M-V functional and the def2-TZVPD basis
O 0.153 4.436 3.857
C -0.516 3.379 3.981
O -1.846 3.526 4.463
C 0.132 1.931 3.603
F -0.461 0.999 4.493
F 1.544 2.090 3.792
C -0.106 1.618 2.044
F 0.994 2.068 1.235
F -1.213 2.460 1.643
C -0.552 0.118 1.707
F -1.853 -0.158 2.268
F -0.708 -0.027 0.278
C 0.431 -1.032 2.255
O 0.172 -1.625 3.348
P 2.025 -1.663 1.338
H -2.074 2.792 5.089
H 1.484 -1.352 0.042
H 2.882 -0.782 2.073
H 1.755 -2.955 1.952
H 3.148 -2.312 0.659
C 4.000 6.114 0.062
C 3.886 4.889 0.716
C 4.295 3.721 0.082
C 4.809 3.773 -1.214
C 4.901 4.997 -1.877
C 4.506 6.170 -1.232
C 5.399 5.059 -3.270
O 5.484 6.129 -3.849
C 5.785 3.803 -3.951
C 6.201 3.839 -5.283
C 6.578 2.665 -5.927
C 6.549 1.453 -5.241
C 6.130 1.411 -3.916
C 5.737 2.586 -3.271
C 5.258 2.526 -1.872
O 5.228 1.464 -1.272
H 3.690 7.027 0.561
H 3.479 4.845 1.721
H 4.208 2.770 0.599
H 4.588 7.126 -1.738
H 6.230 4.781 -5.822
H 6.897 2.695 -6.964
H 6.850 0.538 -5.742
H 6.105 0.463 -3.389
C -3.098 -2.616 -1.800
C -2.987 -1.821 -0.661
C -3.713 -2.137 0.482
C -4.563 -3.244 0.486
C -4.692 -4.026 -0.662
C -3.949 -3.717 -1.802
C -5.627 -5.174 -0.687
O -5.737 -5.860 -1.689
C -6.431 -5.471 0.520
C -7.358 -6.514 0.492
C -8.109 -6.808 1.626
C -7.930 -6.068 2.793
C -7.011 -5.025 2.823
C -6.267 -4.718 1.682
C -5.317 -3.583 1.714
O -5.163 -2.932 2.733
H -2.524 -2.375 -2.689
H -2.334 -0.957 -0.665
H -3.619 -1.517 1.368
H -4.035 -4.329 -2.694
H -7.500 -7.096 -0.413
H -8.833 -7.616 1.601
H -8.510 -6.303 3.679
H -6.880 -4.449 3.733
```

6.
Formula: C2H16N2O4
Source: the OMol25 dataset
Level of theory: the ωB97M-V functional and the def2-TZVPD basis

HOMO   -9.9 eV
Relative energy (zero: lowest compared OMol25 entry of this formula, charge and spin)   179.5 kJ/mol
Max |F|   3.40 eV Å⁻¹

```
24
C2H16N2O4, DFT the ωB97M-V functional and the def2-TZVPD basis
C 1.365 0.968 1.419
N 1.381 -0.238 0.606
C 0.144 -0.967 0.576
N -0.879 -0.263 -0.192
H 2.328 1.483 1.416
H 1.019 0.888 2.495
H 0.738 1.704 0.881
H 2.220 -0.843 0.554
H 0.248 -1.926 0.138
H -0.203 -1.165 1.574
H -0.428 0.058 -1.007
H -1.309 0.441 0.360
H 1.329 0.113 -0.633
H 1.679 0.977 -2.145
O 1.346 0.196 -1.792
H 3.218 -2.378 -0.994
H 2.601 -0.852 -1.365
O 3.193 -1.475 -0.837
H -3.419 1.066 0.274
H -3.525 2.521 -0.182
O -3.312 2.006 0.567
H -2.467 -0.672 -0.665
H -3.863 -1.195 -0.312
O -3.403 -0.446 -0.738
```

7.
Formula: C3H11N2
Source: the OMol25 dataset
Level of theory: the ωB97M-V functional and the def2-TZVPD basis

HOMO   -14.9 eV
Charge   +1
Relative energy (zero: lowest compared OMol25 entry of this formula, charge and spin)   115.0 kJ/mol
Max |F|   2.13 eV Å⁻¹

```
16
C3H11N2, DFT the ωB97M-V functional and the def2-TZVPD basis
C 2.258 -0.796 -0.575
N 1.391 0.414 -0.619
H 1.617 -1.626 -0.878
H 3.195 -0.712 -1.117
H 2.503 -0.957 0.475
H 1.876 1.164 -0.099
H -0.085 0.297 -0.053
H 1.390 0.747 -1.611
C -2.302 0.204 -0.359
C -1.024 0.217 1.699
N -1.065 0.075 0.437
H -2.209 1.089 -1.011
H -3.209 0.250 0.251
H -2.282 -0.666 -1.026
H -0.091 0.084 2.232
H -1.963 0.217 2.254
```

8.
Formula: C10H17NO2S
Source: the OMol25 dataset
Level of theory: the ωB97M-V functional and the def2-TZVPD basis

HOMO (spin up / spin down)   -8.0 / -8.0 eV
Relative energy (zero: lowest compared OMol25 entry of this formula, charge and spin)   288.4 kJ/mol
Max |F|   5.95 eV Å⁻¹

```
31
C10H17NO2S, DFT the ωB97M-V functional and the def2-TZVPD basis
C -0.621 -1.644 1.345
C -0.360 -0.129 1.683
C -1.507 -1.136 -0.888
C -0.322 -1.680 -0.157
C 0.337 0.508 0.534
C 0.917 -0.743 -0.264
C -0.733 1.146 -0.234
C 1.411 1.495 0.858
C 2.173 -1.367 0.217
C 1.198 -0.237 -1.705
N -1.207 2.244 -0.524
O -3.642 3.419 -0.623
O -3.568 1.020 -1.062
S -3.125 2.350 -1.453
H 0.131 -2.275 1.918
H -1.687 -1.945 1.497
H -1.279 0.356 1.942
H 0.251 -0.021 2.606
H -1.372 -1.263 -1.982
H -2.457 -0.707 -0.557
H -0.063 -2.576 -0.565
H 1.645 2.110 0.041
H 2.304 0.981 0.958
H 1.298 1.898 1.800
H 3.016 -0.609 0.145
H 2.362 -2.234 -0.372
H 2.234 -1.774 1.367
H 0.300 0.369 -1.989
H 1.233 -1.082 -2.437
H 1.997 0.341 -1.757
H -0.864 3.184 -0.344
```